[1]
{"formula": "C6H4N2O6Yb", "method": "ωB97M-V with the def2-TZVPD basis set", "e_lumo_ev": [-11.478, -17.781], "total_charge": 3, "multiplicity": 2, "homo_energy_ev": [-19.83, -19.84], "homo_lumo_gap_ev": [8.36, 2.06], "s_squared": 0.79, "species": ["O", "C", "Yb", "O", "C", "C", "O", "C", "O", "C", "O", "N", "C", "N", "O", "H", "H", "H", "H"], "positions_angstrom": [[3.8501, -3.0023, 0.1059], [2.9328, -2.5226, -0.3678], [-0.6651, -0.0258, -1.0790], [0.4122, -2.2851, -3.7873], [0.1445, -1.6089, -2.8928], [-2.5915, 0.8662, -2.3034], [-3.4564, 1.1967, -2.9985], [1.3624, 0.9379, -2.2624], [2.2265, 1.3843, -2.8674], [-1.3002, -2.4113, -0.5265], [-1.6515, -3.5040, -0.3418], [-0.9185, 0.7132, 2.9783], [-0.1440, 1.1482, 1.9648], [0.5804, 2.2342, 2.1863], [-0.1489, 0.5513, 0.8324], [-0.8028, 1.2332, 3.8172], [-1.5267, -0.1416, 2.9176], [1.1917, 2.6648, 1.4954], [0.5049, 2.5717, 3.1291]], "atomic_forces_ev_per_a": [[-2.026, 1.035, -1.091], [1.907, -0.957, 1.061], [0.105, -0.899, -1.752], [-1.038, 2.755, 3.721], [1.234, -3.264, -4.398], [-5.043, 1.972, -3.959], [4.054, -1.526, 3.306], [3.509, 2.058, -2.384], [-2.968, -1.618, 2.111], [-2.116, -6.031, 1.217], [1.804, 5.370, -0.927], [0.010, -0.478, -0.168], [-0.202, -2.483, -4.647], [-0.359, -0.105, 1.167], [0.355, 1.913, 4.376], [-0.636, 0.099, 1.756], [0.514, 0.794, 0.167], [0.199, 0.148, -0.104], [0.695, 1.218, 0.548]]}

=====

[2]
{"formula": "C26H16F15GeN3PdS6", "method": "ωB97M-V with the def2-TZVPD basis set", "e_lumo_ev": -8.971, "total_charge": 2, "multiplicity": 1, "homo_energy_ev": -13.72, "homo_lumo_gap_ev": 4.75, "species": ["Pd", "N", "C", "C", "N", "C", "C", "N", "H", "H", "H", "H", "H", "H", "H", "H", "H", "H", "H", "H", "H", "F", "C", "C", "C", "F", "C", "F", "C", "F", "C", "F", "Ge", "S", "C", "C", "F", "C", "F", "C", "F", "C", "F", "C", "F", "C", "C", "F", "C", "F", "C", "F", "C", "F", "C", "F", "C", "S", "C", "C", "S", "S", "C", "S", "S", "H", "H", "H"], "positions_angstrom": [[0.1925, -0.3088, 0.2234], [-0.4219, -0.1281, 2.5400], [-0.3920, 1.3294, 2.7499], [-1.4685, 1.9455, 1.8822], [-1.3773, 1.4440, 0.4841], [-1.0112, 2.4451, -0.5327], [0.4800, 2.6379, -0.5291], [1.1283, 1.3422, -0.8252], [-1.3423, -0.4938, 2.7643], [0.2281, -0.5926, 3.1646], [0.5885, 1.6906, 2.4410], [-0.5383, 1.6091, 3.7933], [-1.3934, 3.0335, 1.9005], [-2.4496, 1.6834, 2.2828], [-2.2630, 1.0228, 0.2359], [-1.5221, 3.3958, -0.3680], [-1.3225, 2.0682, -1.5107], [0.8204, 2.9774, 0.4483], [0.7605, 3.3970, -1.2612], [2.1355, 1.3874, -0.7075], [0.9674, 1.0667, -1.7901], [4.9285, -4.9218, 1.0089], [4.1213, -4.3706, 1.9241], [3.2821, -3.3177, 1.5747], [2.5260, -2.7925, 2.5987], [1.7119, -1.7330, 2.3760], [2.5609, -3.2748, 3.8917], [1.7940, -2.7306, 4.8353], [3.4028, -4.3259, 4.1974], [3.4568, -4.7991, 5.4282], [4.1937, -4.8781, 3.2048], [5.0097, -5.8793, 3.4944], [3.3979, -2.5827, -0.2230], [1.5431, -1.6352, -1.0437], [3.5941, -4.0649, -1.4616], [4.6349, -4.2376, -2.3635], [5.6571, -3.3833, -2.4084], [4.6712, -5.2982, -3.2505], [5.6723, -5.4300, -4.1066], [3.6466, -6.2251, -3.2476], [3.6625, -7.2349, -4.1003], [2.6019, -6.0956, -2.3511], [1.6065, -6.9861, -2.3438], [2.5984, -5.0312, -1.4790], [1.5635, -4.9610, -0.6139], [4.8764, -1.3341, -0.3139], [5.7808, -1.0869, 0.7104], [5.6303, -1.6378, 1.9191], [6.8719, -0.2543, 0.5396], [7.7148, -0.0296, 1.5371], [7.0767, 0.3558, -0.6826], [8.1130, 1.1557, -0.8550], [6.1944, 0.1388, -1.7270], [6.3921, 0.7337, -2.8971], [5.1190, -0.6963, -1.5253], [4.2950, -0.9014, -2.5652], [-2.6048, -1.2242, -4.5520], [-2.8353, -2.9868, -4.3043], [-2.2141, -3.4730, -2.8448], [-1.6933, -2.6823, -1.6657], [-1.5919, -1.0638, -1.5704], [-1.1786, -3.6475, -0.3638], [-1.6217, -5.2171, -0.9908], [-1.4292, -6.5860, -0.2290], [-2.2391, -5.1468, -2.6436], [-2.9773, -1.0759, -5.5660], [-1.5494, -0.9706, -4.4997], [-3.1945, -0.6437, -3.8496]], "atomic_forces_ev_per_a": [[-0.355, 1.567, -0.781], [0.108, -0.268, 0.219], [-0.020, -0.174, -0.121], [-0.002, 0.077, -0.083], [0.205, -0.467, 0.285], [-0.070, -0.103, 0.054], [0.121, 0.112, 0.003], [-0.079, -0.418, 0.022], [-0.008, 0.018, 0.094], [-0.034, 0.039, -0.037], [0.086, 0.002, 0.056], [-0.067, 0.050, 0.037], [-0.034, 0.019, -0.020], [-0.012, 0.019, -0.034], [-0.050, 0.087, -0.015], [-0.029, 0.022, 0.009], [-0.050, 0.007, 0.013], [0.039, -0.010, 0.012], [0.082, -0.011, -0.017], [0.019, -0.104, 0.062], [0.168, 0.113, -0.083], [-0.047, 0.123, -0.050], [0.008, -0.017, -0.143], [0.154, -0.151, 0.089], [-0.047, 0.038, 0.113], [0.220, -0.159, -0.161], [-0.099, 0.077, 0.016], [-0.015, 0.038, -0.023], [0.036, -0.099, 0.187], [-0.025, 0.030, -0.047], [0.066, -0.149, 0.095], [-0.033, 0.043, -0.041], [-0.106, 0.107, 0.237], [0.036, -0.117, 0.400], [-0.104, -0.130, -0.151], [-0.035, 0.042, 0.054], [-0.042, 0.058, 0.083], [0.130, -0.026, -0.118], [-0.015, 0.022, 0.040], [-0.010, -0.232, -0.172], [-0.003, 0.048, 0.054], [-0.097, -0.097, -0.021], [0.011, 0.048, 0.021], [0.067, 0.040, -0.035], [0.049, 0.098, 0.060], [0.103, 0.080, -0.144], [-0.050, 0.047, -0.022], [-0.092, -0.094, -0.021], [0.074, 0.019, 0.131], [-0.033, -0.027, -0.001], [0.224, 0.171, -0.058], [-0.052, -0.033, 0.013], [0.032, 0.100, -0.109], [-0.028, -0.037, 0.019], [-0.026, -0.005, 0.036], [-0.057, -0.080, 0.048], [0.025, 0.077, -0.049], [-0.115, 0.205, -0.375], [0.302, 0.347, 0.657], [-0.368, -0.373, -0.639], [-0.178, 0.011, -0.034], [0.073, -0.108, 0.220], [0.078, 0.346, -0.137], [0.041, -0.547, 0.293], [-0.040, -0.302, 0.010], [0.013, -0.015, 0.009], [-0.039, 0.025, -0.005], [-0.007, -0.019, -0.010]]}

=====

The following energy above the lowest of the compared OMol25 structures with the same formula, charge and spin values (in eV) correspond, in order, to the records above: 3.315 1.581.